# 1
Entry from the OMol25 dataset: C5H10O2 as an isolated structure at a distorted geometry (wB97M-V/def2-TZVPD).

Structure (ORCA input):
```
! wB97M-V def2-TZVPD RIJCOSX def2/J DEFGRID3
* xyz 0 1
C -1.91784 -0.75977 0.58207
C -0.47023 -0.74501 0.05303
O -0.56070 -0.10225 -1.21460
C 0.72225 0.30565 -1.66237
C 1.52574 0.52768 -0.38870
C 0.71959 0.20566 0.86040
O 0.02054 1.10685 1.65000
H -2.57751 -1.31621 -0.10222
H -2.36770 0.24229 0.64463
H -1.97339 -1.24411 1.55822
H -0.15057 -1.78211 -0.09657
H 0.61701 1.21845 -2.25284
H 1.17446 -0.47024 -2.30443
H 2.36070 -0.18092 -0.33258
H 1.91832 1.51690 -0.17722
H 1.89355 0.48093 1.58942
H -0.93421 0.99618 1.59377
*
```

Results
**Energy relative to the best compared isomer or geometry (same formula, charge and spin)**: 438.2 kJ/mol
**Orbital gap**: 9.948 eV
**E_HOMO**: -9.0 eV

Atom charges from the Löwdin analysis, given in e for atoms 1 to 4: -0.05 -0.27 -0.12 -0.19

=====

# 2
Entry from the OMol25 dataset: a single C19H31N3O3S2 molecule at a distorted geometry (wB97M-V/def2-TZVPD).

Structure (ORCA input):
```
! wB97M-V def2-TZVPD RIJCOSX def2/J DEFGRID3
* xyz 0 1
C -2.23246 -4.22129 -0.30898
C -2.40951 -2.77640 0.18448
C -2.89999 -2.81998 1.63067
C -1.02264 -2.11060 0.15446
C -3.41572 -2.12022 -0.79664
C -4.17618 -0.81021 -0.48877
C -4.81854 -0.33810 -1.80344
C -5.28814 -0.99717 0.54925
N -3.21290 0.19210 -0.05129
C -3.42141 1.47533 0.26571
S -4.88117 2.22379 0.45880
N -2.29934 2.23080 0.53078
C -0.97253 1.97410 0.22469
C 0.02420 2.45159 1.08426
C 1.35273 2.18510 0.82654
C 1.69818 1.45249 -0.29482
S 3.41376 1.04476 -0.56231
O 3.53413 0.40224 -1.84332
O 4.23432 2.18630 -0.29096
N 3.62496 -0.03508 0.71256
C 4.94957 -0.06480 1.30473
C 5.88832 -0.95255 0.48509
O 5.35412 -2.25145 0.34267
C 4.10835 -2.21739 -0.31910
C 3.09955 -1.36139 0.45468
C 0.73368 1.02208 -1.18530
C -0.59935 1.28526 -0.93516
H -3.17364 -4.76393 -0.26210
H -1.87886 -4.23527 -1.33749
H -1.50876 -4.74986 0.30701
H -3.88180 -3.28055 1.69319
H -2.94658 -1.82340 2.06144
H -2.21004 -3.40991 2.23104
H -0.72384 -1.85670 -0.86095
H -0.28148 -2.80206 0.55144
H -0.97435 -1.21742 0.77568
H -4.19087 -2.86067 -1.00238
H -2.87508 -1.96888 -1.73559
H -5.34040 0.60094 -1.64241
H -5.53405 -1.07482 -2.15624
H -4.06436 -0.18618 -2.57325
H -5.85060 -1.90040 0.33197
H -5.96798 -0.15129 0.51625
H -4.89007 -1.06169 1.55535
H -2.25265 -0.11204 -0.07091
H -2.49575 3.07618 1.04983
H -0.26009 3.02227 1.95561
H 2.13528 2.53471 1.47974
H 5.31335 0.96154 1.33060
H 4.85314 -0.45454 2.32322
H 6.85095 -1.07238 0.98456
H 6.03730 -0.49558 -0.50474
H 3.77005 -3.25309 -0.38367
H 4.22667 -1.79936 -1.32806
H 2.17687 -1.25032 -0.11577
H 2.87702 -1.82486 1.42175
H 1.04623 0.49789 -2.07483
H -1.34842 0.99509 -1.65578
*
```

Results
**SMILES**: CC(C)(C)CC(C)(C)NC(=S)Nc1ccc(S(=O)(=O)N2CCOCC2)cc1
**Orbital gap**: 8.522 eV
**E_HOMO**: -8.3 eV

Atom charges from the Löwdin analysis, given in e for atoms 1 to 4: -0.06 -0.57 -0.05 -0.06

=====

# 3
Entry from the OMol25 dataset: C34H28F3GaN4O4S as an isolated structure at a distorted geometry (wB97M-V/def2-TZVPD).

Structure (ORCA input):
```
! wB97M-V def2-TZVPD RIJCOSX def2/J DEFGRID3
* xyz 0 1
Ga -0.60359 -1.16432 -0.62989
N -1.91848 -0.86101 -2.09712
C -2.52176 -0.22153 -2.82470
C -3.38554 0.60152 -3.60365
C -4.58607 0.01180 -4.10911
N -5.51373 -0.31972 -4.71317
C -2.84931 1.88129 -3.98304
N -2.23494 2.81270 -4.21481
C -1.03204 3.11873 2.27049
C -1.96784 2.86827 1.26463
C -2.17991 1.58983 0.81178
C -1.52173 0.50556 1.38655
C -0.57657 0.74428 2.37110
C -0.31339 2.05809 2.77073
N -1.68094 -0.85594 0.81059
C -2.60611 -1.69995 1.43605
C -2.92282 -2.96357 0.80558
C -3.77032 -3.90576 1.36615
C -4.28760 -3.64765 2.62804
C -4.09710 -2.35101 3.18357
C -3.23830 -1.36952 2.62861
H -0.84935 4.18489 2.53408
H -2.58574 3.69084 0.95648
H -2.74467 1.45520 -0.02093
H 0.01312 -0.09903 2.86110
H 0.57590 2.26202 3.49394
H -2.42598 -3.21725 -0.17460
H -3.93344 -4.79629 0.82412
H -4.82301 -4.33270 3.32943
H -4.45100 -2.13143 4.22321
H -3.08525 -0.41105 3.05760
F 2.72820 -3.54434 -2.46839
C 1.40420 -3.42210 -2.64967
F 1.18227 -2.17134 -3.09123
F 1.08760 -4.28426 -3.57610
C 0.52385 -3.66036 -1.27561
O 0.96750 -4.48902 -0.55830
O -0.56007 -2.95159 -1.15137
C 0.46537 6.95609 0.30404
C 0.44019 5.63020 -0.34126
C -0.25326 5.38614 -1.53171
C -0.35721 4.12250 -2.01735
C 0.44773 3.12406 -1.38170
C 1.17139 3.36203 -0.21436
C 1.15364 4.67723 0.31198
S -0.01924 1.54021 -2.05635
C 1.26915 1.40909 -3.22646
O 0.30717 0.48638 -0.99695
H -0.42169 7.19150 0.79379
H 0.55247 7.80105 -0.38798
H 1.25088 7.05632 1.06754
H -0.78079 6.15583 -2.09985
H -1.01076 3.82307 -2.79953
H 1.61968 2.47971 0.22807
H 1.73374 4.98729 1.23856
H 2.21786 1.37475 -2.72014
H 1.11979 2.17734 -3.93957
H 1.09059 0.53429 -3.82758
C 1.01225 -2.81400 2.17345
C 1.82070 -2.28378 1.01221
O 1.37471 -1.46008 0.16407
C 3.21039 -2.59978 0.90440
C 3.70053 -3.66579 1.70741
C 4.97297 -4.09864 1.63058
C 5.86066 -3.34970 0.81313
C 5.41462 -2.33898 0.03735
C 4.04342 -2.00225 0.01337
H -0.00024 -2.47299 2.04378
H 1.45590 -2.51023 3.12858
H 1.07304 -3.98361 2.20744
H 3.01656 -4.08519 2.43773
H 5.31364 -4.96875 2.14642
H 6.88078 -3.63466 0.60321
H 6.04288 -1.69940 -0.60122
H 3.59442 -1.22156 -0.69720
*
```

Results
**Energy relative to the best compared isomer or geometry (same formula, charge and spin)**: 29.4 kJ/mol
**Orbital gap**: 6.521 eV
**E_HOMO**: -7.5 eV

Atom charges from the Löwdin analysis, given in e for atoms 1 to 4: 0.26 0.22 -0.13 -0.24

=====

# 4
Entry from the OMol25 dataset: C26H42N5O4PS2SiSr as an isolated structure at a distorted geometry (wB97M-V/def2-TZVPD).

Structure (ORCA input):
```
! wB97M-V def2-TZVPD RIJCOSX def2/J DEFGRID3
* xyz 0 1
Sr -1.28397 -0.63644 1.04625
C 0.81180 -6.15615 -0.49468
Si 1.77872 -5.80390 1.07879
C 1.49914 -7.22003 2.30119
C 3.62382 -5.73990 0.66291
C 1.41526 -4.20066 2.05366
C 2.16272 -4.01841 3.20914
C 1.99691 -2.89843 4.02003
C 1.04852 -1.97611 3.63701
N 0.30733 -2.10914 2.53800
C 0.48077 -3.18561 1.73962
S -0.48116 -3.24739 0.28815
H 1.14990 -7.10970 -0.90424
H 0.96334 -5.38592 -1.24586
H -0.25665 -6.22370 -0.30739
H 1.77998 -8.17170 1.85211
H 0.45538 -7.28951 2.60178
H 2.09492 -7.09619 3.20370
H 3.93952 -6.66822 0.18898
H 4.23235 -5.60609 1.55550
H 3.85381 -4.92385 -0.01983
H 2.89915 -4.76085 3.49329
H 2.57924 -2.75257 4.91652
H 0.86250 -1.08390 4.22780
O -0.73488 1.48172 0.37152
P 0.19866 1.66991 -0.78335
N 0.52912 3.25334 -1.08291
C 0.19108 3.96182 -2.33062
C 0.89192 5.29922 -2.13874
C 0.71440 5.59144 -0.64438
C 0.51098 4.22026 0.01968
N -0.37691 1.07126 -2.21017
C -1.83753 1.07675 -2.37860
C -2.08180 0.31464 -3.69208
C -0.68725 -0.07193 -4.20236
C 0.18380 -0.05133 -2.95159
N 1.59882 0.81694 -0.40892
C 1.95417 0.67041 1.01971
C 3.43382 0.31621 0.98403
C 3.94361 1.16692 -0.17291
C 2.82111 1.03853 -1.19932
H -0.88604 4.10925 -2.41985
H 0.55321 3.40316 -3.19509
H 0.45877 6.07555 -2.76645
H 1.95190 5.20630 -2.38948
H -0.16218 6.21538 -0.47722
H 1.57909 6.11147 -0.23120
H -0.44534 4.18397 0.54098
H 1.30273 3.98362 0.73804
H -2.21717 2.10360 -2.39252
H -2.34438 0.56659 -1.53897
H -2.61634 0.93100 -4.41177
H -2.68667 -0.57396 -3.50675
H -0.32250 0.67465 -4.90858
H -0.67254 -1.04285 -4.69539
H 1.23319 0.12387 -3.18392
H 0.10205 -0.99933 -2.39570
H 1.37425 -0.12018 1.51398
H 1.79618 1.60713 1.56718
H 3.55523 -0.74611 0.76090
H 3.92673 0.53122 1.93082
H 4.89889 0.82465 -0.56697
H 4.05423 2.20558 0.14354
H 3.00066 0.17688 -1.85035
H 2.72006 1.93236 -1.81992
N -3.67901 -0.52058 2.50368
C -3.98760 0.68676 1.82360
C -4.96993 0.76634 0.84161
C -5.06659 1.92665 0.07899
C -4.21449 2.98832 0.31617
C -3.30395 2.93221 1.34818
C -3.17756 1.78358 2.09270
S -4.17227 4.45725 -0.72888
O -5.26611 4.29115 -1.66264
O -4.28559 5.56518 0.19840
O -2.83367 4.33356 -1.33751
H -4.35662 -1.27198 2.42697
H -3.52017 -0.41637 3.50150
H -5.60869 -0.08377 0.63616
H -5.78331 2.01285 -0.72571
H -2.67304 3.78696 1.52781
H -2.42184 1.71635 2.87220
*
```

Results
**Energy relative to the best compared isomer or geometry (same formula, charge and spin)**: 85.6 kJ/mol
**Orbital gap**: 7.730 eV
**E_HOMO**: -8.1 eV

Atom charges from the Löwdin analysis, given in e for atoms 1 to 4: 1.34 -0.22 0.54 -0.18